Below is a cluster of 2 separate species, CH5N3S in total in a non-equilibrium geometry, with properties calculated with ωB97M-V with the def2-TZVPD basis set.

The value obtained for the energy above the lowest of the compared OMol25 structures with the same formula, charge and spin is 5.903 eV. The value obtained for the HOMO energy is -0.336 Ha. The LUMO energy is -1.37 eV. Its spin multiplicity is 1. Its charge is 0. The total energy is -603.328960 a.u.

XYZ file:
```
10
Properties=species:S:1:pos:R:3:forces:R:3
C 0.742579 0.304742 0.304070 -2.016 -3.751 4.002
H 3.061526 0.717143 0.781506 -3.725 1.399 -2.152
H 2.156540 1.187449 -0.965937 -0.548 -0.783 -0.820
H 1.311670 0.126790 2.166292 -2.580 -0.810 -1.598
H -0.220461 0.867043 -1.347501 0.329 0.504 -0.319
H -1.649281 0.369906 0.622509 -0.256 -2.500 -1.875
N 1.647438 1.103958 -0.113279 9.488 3.520 4.472
N 0.421308 -0.197225 1.552675 3.819 2.743 -2.940
N 0.147551 0.043027 -0.904766 -5.783 -3.404 0.260
S -1.539346 -0.734069 -0.426481 1.271 3.082 0.970
```
Forces are in eV/Å.

Computed natural (NBO) charges, given in elementary charges: C 0.49; H 0.25; H 0.41; H 0.33; H 0.39; H 0.16; N -0.68; N -0.74; N -0.68; S 0.06